1.
# C35H60F15N10O17S5

A cluster of 11 separate species, C35H60F15N10O17S5 in total at a distorted geometry (wB97M-V/def2-TZVPD, the Open Molecules 2025 dataset).

The LUMO energy is -3.53 eV. For the highest occupied orbital energy, the calculation gives -7.9 eV. The strongest force on any atom is 3.458 eV Å⁻¹. The electronic energy comes out at -181904.0018 eV. The gap between HOMO and LUMO is 4.422 eV.

```
! wB97M-V def2-TZVPD RIJCOSX def2/J DEFGRID3
* xyz 1 1
H -5.405 -1.344 -8.212
N -4.139 2.386 3.612
H 0.602 4.437 -2.082
C 4.488 3.330 -1.316
H -5.974 2.306 2.559
C 1.264 1.242 5.116
O 1.377 2.074 -2.624
H -1.124 2.482 -2.527
H 0.096 -1.650 0.787
O 0.549 0.535 7.540
C 8.576 4.821 -2.517
O 2.376 -4.717 2.341
C -1.672 -0.633 1.478
O -5.603 -5.211 6.901
H 4.554 -5.958 -2.989
H -4.371 1.993 1.613
F -5.995 -1.937 6.324
C -4.844 -1.611 -7.316
H -5.103 -2.655 -7.153
C -1.899 3.181 -2.220
C 6.609 3.107 -0.849
O -4.844 -5.022 4.610
H -4.936 0.754 2.554
H 9.163 3.975 -2.186
H 0.875 -0.287 2.657
N 4.670 -2.581 0.100
S 1.215 0.696 -2.139
F 0.055 1.459 4.581
H 5.607 -3.510 -2.880
C -5.206 -1.383 -3.851
H 5.174 0.421 -1.168
H -2.941 0.382 -5.268
H -5.997 0.913 4.958
H -4.698 -2.944 -1.614
N -1.461 4.524 -2.587
H -1.665 -2.532 2.283
H -3.034 3.808 -0.468
F 1.654 -5.523 5.086
O -0.032 -4.428 -2.125
C 3.609 -6.045 -2.436
H -1.390 3.024 -0.159
F -0.215 -4.994 4.220
C -4.433 -1.898 -1.539
H -3.520 -1.702 -0.979
C -3.471 -0.263 -4.589
N 5.430 2.495 -0.786
S -5.710 -4.479 5.646
H 0.353 7.180 -2.916
H -5.448 2.153 5.985
H -4.837 0.478 6.352
H 4.269 -0.958 1.311
S 1.239 1.674 6.978
H 7.096 6.272 -1.573
C -2.132 7.867 -3.714
H 2.789 -4.285 -3.291
N -1.616 6.595 -3.239
N -4.696 -0.784 -4.935
H 7.563 2.729 -0.520
H -3.181 2.468 3.257
C 4.783 -1.910 1.387
C 3.649 -3.339 -0.328
H -2.881 -1.460 3.001
H 1.664 -0.159 1.099
C -0.176 5.066 -2.482
F -0.674 -5.051 1.584
F 0.849 0.094 -4.653
H 2.080 -4.769 -1.651
F -4.027 -2.820 6.908
C -0.457 -5.484 0.373
C -5.000 1.841 2.489
C -2.271 5.419 -3.123
H 3.104 -6.731 -3.114
C -3.949 1.403 4.738
H 2.814 -3.626 0.307
H 8.117 4.686 -3.499
H -5.150 0.388 -6.625
F 2.155 2.058 4.526
C -5.306 -0.618 -6.235
O 0.806 -2.834 2.577
F 1.591 -0.036 4.967
H -6.201 -1.788 -3.779
N -0.297 -0.693 0.885
C -4.978 -2.758 6.002
H 9.077 5.766 -2.758
C 1.427 -0.452 -3.588
O 2.934 -2.848 3.778
C 5.166 1.131 -0.347
F -4.431 -2.218 4.876
H 5.927 0.891 0.397
H -2.861 8.284 -3.018
H -2.728 7.739 -4.618
H 7.934 5.319 -0.441
C 5.083 -3.234 -1.981
O -2.468 0.119 0.991
O 0.631 -3.084 -0.205
O 0.488 2.935 7.038
H 5.801 -1.963 1.764
C -5.141 1.179 5.583
O -7.112 -4.231 5.287
C -2.301 3.052 -0.757
N 3.871 -3.772 -1.574
C 5.130 4.503 -1.637
O -2.883 0.933 4.913
H -2.412 -0.275 -2.650
S -0.392 -3.995 -0.777
F 0.730 -3.550 5.487
H -5.109 -1.244 -0.976
H 4.242 1.116 0.225
N -4.327 -1.271 -2.845
O 2.645 1.752 7.317
H 4.253 -2.523 2.116
N 6.466 4.320 -1.379
C -3.250 -0.562 -3.269
F 0.921 -1.628 -3.302
C 2.953 -4.667 -2.287
H -2.810 2.115 -0.525
F -1.375 -6.298 -0.130
H 6.584 -2.197 -0.635
C 0.973 -4.505 4.595
H -1.206 -1.217 3.497
O -0.175 0.462 -1.729
H -3.772 -1.465 -7.437
C 0.758 0.084 1.641
C -1.845 -1.526 2.670
C -0.344 6.370 -2.769
C 7.575 5.299 -1.473
O -1.723 -3.369 -0.683
H -6.392 -0.626 -6.120
O 2.134 0.300 -1.089
C 5.637 -2.634 -0.906
H 0.466 1.130 1.594
H -0.245 -0.285 -0.071
H 3.471 3.013 -1.496
H -1.308 8.543 -3.912
F 2.722 -0.627 -3.853
H -4.441 3.264 4.035
H -2.743 2.830 -2.821
H 3.852 -6.477 -1.467
S 1.874 -3.624 3.170
H 4.765 5.456 -1.977
F 0.732 -6.088 0.327
H -3.329 5.248 -3.235
*
```

Here are the Löwdin charges for atoms 1 to 4, given in e: atom 1 (H): 0.08, atom 2 (N): 0.10, atom 3 (H): 0.13, atom 4 (C): 0.02


2.
# C35H60F36N10O28S12

A structure of composition C35H60F36N10O28S12 at a distorted geometry (wB97M-V/def2-TZVPD, the Open Molecules 2025 dataset).

The LUMO energy (spin up / spin down) is 3.72 / 3.71 eV. For the highest occupied orbital energy (spin up / spin down), the calculation gives 0.5 / -4.1 eV. The strongest force on any atom is 5.514 eV Å⁻¹. The electronic energy comes out at -337334.2873 eV. The gap between HOMO and LUMO (spin up / spin down) is 3.178 / 7.824 eV.

```
! wB97M-V def2-TZVPD RIJCOSX def2/J DEFGRID3
* xyz -3 2
F 2.155 -1.962 6.768
C 1.123 -9.116 0.985
C 5.756 6.313 -2.441
C 1.251 3.537 -5.568
H -3.753 -2.984 1.753
C 1.423 -1.209 5.891
N 4.344 5.542 3.256
C -1.177 -1.988 -3.025
O 1.576 5.435 3.304
C -3.455 -0.232 3.790
N 4.580 4.673 -0.540
H -1.481 -5.548 3.326
H -2.646 -6.558 1.211
C -0.040 -0.334 0.643
H -5.301 5.102 -4.067
O 2.908 0.261 -4.615
H 3.399 -1.565 -3.785
H -0.196 2.198 5.126
H -3.359 4.354 0.965
H 2.046 -8.863 1.509
F -5.381 -4.496 -4.165
C 0.053 -6.888 1.609
S -1.260 -2.993 -4.748
C -4.363 4.710 -4.460
C -3.448 4.943 -3.241
F 6.572 6.296 -3.432
F 0.853 4.637 -0.099
O -2.890 0.439 6.414
H -1.108 -0.554 0.632
C -2.977 -4.545 0.555
H 1.391 4.018 -6.536
F -4.111 0.622 -1.786
S -0.442 -1.728 5.978
H 1.559 4.208 -4.766
H -1.855 -3.116 3.560
H 2.748 2.110 -3.696
C -2.777 3.732 0.284
C -3.117 -3.853 1.925
H 1.161 -4.545 0.872
H -1.658 1.368 -1.160
H -2.500 4.516 3.575
S 5.207 4.457 -1.985
C 1.013 1.641 3.403
H -0.344 -8.102 -0.185
F 6.238 4.576 6.573
H -1.817 -6.168 -0.377
C -4.433 -0.483 -1.086
C 2.204 1.486 -4.404
C 2.136 2.346 -5.586
S 5.139 -5.090 1.982
O 3.712 -3.255 3.489
S 4.219 4.982 4.678
C 6.101 -6.228 0.787
H 2.200 -0.771 -2.827
O 3.365 2.387 -1.445
N -2.881 -3.498 -4.801
F 1.275 8.380 4.016
H -1.093 5.404 4.167
C -3.578 3.928 -2.029
N -1.223 -0.638 4.900
F 6.149 6.614 5.939
C 0.488 -7.829 0.464
N 1.668 1.440 -6.713
C -4.554 -5.383 -3.794
F -6.476 -0.289 -6.404
H -3.283 2.767 0.239
S -2.628 -0.680 5.520
F 2.824 8.754 2.596
F 6.951 5.098 4.585
O 3.080 3.124 0.939
F 1.501 0.112 6.125
F 5.755 -6.186 -0.475
O -0.799 -1.524 7.393
H -0.140 0.682 -1.949
C -0.572 1.275 -1.143
F 1.979 -1.472 4.711
H -1.843 3.401 0.738
H 2.193 0.580 -6.779
F 4.246 -0.334 3.305
F -1.552 -2.699 -1.983
H -1.974 4.193 5.167
H -4.274 4.886 -5.532
O 6.496 3.748 -1.979
F 3.420 8.117 4.623
F -4.735 -0.529 3.843
C -1.789 -3.595 2.583
S -6.553 -0.390 -3.775
N -0.696 -5.506 1.270
O -6.602 0.648 -2.788
H -1.312 -2.797 2.016
O -1.968 -5.097 -2.877
H 0.491 -1.540 2.442
H -3.823 -4.335 2.601
H -1.825 5.514 -4.341
C 5.989 5.358 5.480
H -0.285 -3.536 0.497
H 1.376 2.179 2.527
O -1.035 -1.956 -5.759
H 1.021 -6.640 2.044
O 4.317 4.297 -3.103
S 2.744 6.171 2.845
H 0.167 3.436 -5.620
H -0.411 0.009 3.668
H 0.915 3.508 4.512
H -3.981 -4.826 0.240
H -2.084 3.887 -4.263
F 5.936 -7.457 1.252
S -2.704 -4.929 -4.146
F 6.190 -1.175 2.484
H -4.594 3.645 -4.463
F -3.256 1.147 3.684
F -7.725 1.246 -5.626
N 5.271 -3.675 1.315
H 0.442 -1.083 0.015
H 0.472 -9.642 1.683
S -5.180 -1.896 -2.155
N 0.010 0.524 2.908
C -2.089 -5.828 0.623
C 0.155 -4.532 0.453
H 0.013 -4.603 3.220
H 1.688 -0.416 1.956
N -5.250 -1.310 -3.909
O 5.910 -5.100 3.243
O -3.184 -1.984 5.944
H 0.078 -4.903 -0.569
H -0.450 2.350 -1.274
C 0.607 -0.546 2.010
F 0.033 -1.550 -2.899
F -4.558 -5.574 -2.460
H -1.395 4.662 -3.006
C -1.594 4.436 4.175
S 3.276 3.480 -0.429
H -3.612 5.858 -2.672
S 4.057 -2.834 2.125
H 1.085 -7.206 -0.203
F 7.392 -5.936 0.826
O 3.875 3.588 4.653
H 1.249 -9.781 0.130
H 0.676 1.273 -6.624
H -0.529 -7.498 2.300
C -6.575 0.626 -5.413
H -2.622 -4.002 -0.321
C 2.522 7.993 3.619
O -4.206 -3.001 -1.878
O -7.731 -1.283 -3.891
F -4.977 -6.555 -4.333
O 2.756 6.416 1.431
F -2.828 -0.751 2.667
F 4.651 6.873 -2.786
F -1.941 -0.926 -3.102
C 0.232 2.698 4.257
O -0.222 -4.038 -4.689
F -5.386 -0.095 -0.230
H -4.591 4.003 -1.633
C 3.051 -0.578 -3.480
F 1.317 4.112 -2.197
F -3.378 -1.012 -0.426
O 3.316 5.735 5.550
F -5.554 1.421 -5.521
H -0.763 0.976 2.441
F 6.285 7.049 -1.447
H 1.668 1.746 -7.676
H 3.138 2.728 -5.780
C 4.860 -1.028 2.280
O -0.898 3.305 3.599
H 1.898 1.190 3.852
H 3.845 -0.163 -2.860
H 1.196 1.260 -4.057
C -0.929 -4.829 2.721
O 0.079 0.974 0.097
O -6.546 -2.156 -1.617
F 4.713 -0.337 1.175
F 2.255 5.808 -1.284
O 3.744 -5.618 1.894
O -0.442 -3.116 5.576
N -2.086 4.748 -3.737
C 1.810 4.566 -0.996
O 2.876 -2.686 1.259
O -2.681 4.332 -1.004
O -2.427 -5.946 -5.184
H -3.337 2.872 -2.148
*
```

Here are the Löwdin charges for atoms 1 to 4, given in e: atom 1 (F): 0.12, atom 2 (C): -0.09, atom 3 (C): -0.74, atom 4 (C): -0.12


3.
# C35H60N5O4PS2Se2Si2Ti

A structure of composition C35H60N5O4PS2Se2Si2Ti (wB97M-V/def2-TZVPD, the Open Molecules 2025 dataset).

The LUMO energy (spin up / spin down) is 3.99 / 3.98 eV. For the highest occupied orbital energy (spin up / spin down), the calculation gives -0.9 / -1.8 eV. The strongest force on any atom is 0.975 eV Å⁻¹. The electronic energy comes out at -253443.6492 eV. The gap between HOMO and LUMO (spin up / spin down) is 4.872 / 5.785 eV.

```
! wB97M-V def2-TZVPD RIJCOSX def2/J DEFGRID3
* xyz -2 3
H -2.050 1.742 -3.258
H 1.006 0.867 4.936
H -0.971 0.406 -2.852
C 0.390 1.670 5.335
C 5.637 -0.057 -0.439
C 6.893 1.833 0.370
C -6.308 -0.963 -0.645
C -3.373 2.811 1.283
C -2.205 -1.277 3.375
H 0.839 2.050 6.257
H -0.200 4.411 5.494
C -4.026 0.280 -4.491
H -3.918 1.934 1.633
H 3.690 -1.679 1.577
C -1.754 0.730 -3.543
H 4.479 1.760 -3.713
C -0.096 4.719 3.379
C 5.146 0.494 -5.307
H -2.528 4.787 -0.342
H 3.633 -2.406 -3.256
H 5.558 1.318 -5.880
O -4.196 -0.252 0.295
Se 2.572 -1.746 -0.794
C -4.678 -2.639 0.274
C 0.153 3.780 2.424
H 0.138 -2.226 2.758
C 3.425 0.133 2.260
H -0.323 5.772 3.328
H -4.918 -0.349 -4.416
H 0.465 -3.949 -1.135
P 3.116 0.152 -1.757
Ti 0.578 -0.488 0.875
H -0.587 1.234 5.545
O -3.597 -0.192 -2.225
C 4.004 -0.301 -3.320
C 4.757 2.158 -0.695
H 7.775 2.236 0.856
C 4.542 0.740 -4.084
C 3.496 2.558 2.501
H 3.047 2.900 3.434
H 1.968 -4.661 -0.541
H 5.096 1.172 2.675
H -2.426 2.852 1.829
H 4.276 3.255 2.196
H 2.376 -5.191 2.454
H 3.944 2.810 -1.000
Si 0.379 -4.136 1.357
H 7.553 -0.211 0.516
H -4.255 2.592 -2.052
H -5.141 2.042 -0.628
H -3.419 -2.295 -3.802
N 4.116 -1.048 2.249
Se 1.081 1.609 -0.791
N 4.095 1.237 2.652
N -2.772 -2.213 3.774
H 5.105 -0.948 2.086
C 5.892 2.680 -0.077
C -3.113 2.699 -0.216
N 0.377 2.556 3.010
H 4.694 -2.856 -5.449
C 4.623 0.787 -0.888
H -6.127 0.007 1.930
S -1.438 0.127 2.876
H -5.076 -1.281 2.566
C 5.207 -0.803 -5.806
H 1.812 -2.440 2.304
H 5.978 3.751 0.068
H 2.724 2.520 1.729
S -1.296 -1.350 -0.547
C -2.549 -1.632 -3.856
H -2.094 3.817 -1.770
Si -2.900 -0.072 -0.710
C 0.886 -4.627 -0.390
H 0.977 -5.209 3.540
H -6.698 -1.675 1.952
C 4.660 -1.842 -5.066
C -2.172 3.808 -0.679
H -7.099 -1.719 -0.577
N -0.016 4.040 4.583
H -5.874 -0.987 -1.643
H -4.214 -2.781 -0.706
C 6.764 0.457 0.186
H -1.985 -4.064 0.675
C -5.821 -1.036 1.807
H -5.480 -3.376 0.388
H -3.653 0.244 -5.519
C 0.795 -2.409 1.896
H 1.093 -6.396 2.224
H -4.867 3.780 -0.881
H -1.336 0.763 -4.555
H 0.198 3.890 1.348
C 0.269 2.734 4.300
C -4.429 2.781 -0.993
C 4.066 -1.596 -3.834
H -1.172 3.617 -0.277
H -1.891 -4.215 2.427
O 2.251 0.180 1.940
H -2.140 -1.673 -4.872
H -3.951 3.715 1.504
H -1.794 -1.990 -3.157
H 0.485 -5.634 -0.573
C -1.444 -4.550 1.489
H -6.760 0.021 -0.488
H -1.576 -5.636 1.392
H -4.310 1.309 -4.260
C -2.962 -0.205 -3.507
O -2.415 1.478 -0.459
H 5.516 -1.127 -0.578
C -5.236 -1.229 0.413
H -3.927 -2.819 1.041
C 1.293 -5.353 2.501
H 5.668 -0.998 -6.768
*
```

Here are the Löwdin charges for atoms 1 to 4, given in e: atom 1 (H): 0.08, atom 2 (H): 0.07, atom 3 (H): 0.03, atom 4 (C): -0.04